No. 1
{"formula": "C29H38N6O6PS2SeTi", "method": "ωB97M-V with the def2-TZVPD basis set", "lumo_energy_ha": -0.13600, "homo_ev": -10.24, "charge": 1, "elements": ["C", "O", "H", "O", "H", "H", "C", "H", "H", "H", "H", "C", "H", "H", "H", "H", "C", "H", "C", "H", "Ti", "N", "C", "H", "H", "H", "C", "H", "H", "C", "C", "C", "N", "H", "C", "H", "C", "Se", "C", "H", "N", "O", "H", "H", "H", "O", "O", "N", "O", "S", "C", "H", "C", "C", "H", "C", "H", "C", "H", "C", "H", "H", "C", "P", "C", "C", "C", "N", "C", "H", "H", "N", "H", "C", "C", "S", "C", "H", "H", "C", "C", "H", "H", "H"], "coordinates": [[1.3362, 1.6089, 4.7008], [-1.3958, 3.1222, 1.7356], [-4.9346, 4.4136, 3.4518], [-2.0278, -1.2742, 0.4616], [4.2407, 3.9594, 1.7406], [2.6653, 4.7563, 1.5306], [-0.9462, -4.6221, -2.1538], [4.8482, 1.4284, 0.3430], [-1.2627, -2.4457, -7.2666], [3.9572, 1.1112, 1.8420], [3.4896, 0.2902, 0.3473], [-4.9590, 1.7326, 1.7619], [4.6380, 3.5595, -0.8066], [-1.9798, -2.6610, -5.6620], [-5.6800, 2.1392, 1.0695], [-1.0344, -3.1119, 3.1742], [0.6594, -2.7748, 1.9039], [2.2966, -2.4041, -0.5933], [-4.7885, 2.3361, 3.0040], [3.0269, 0.3157, -4.7030], [-0.3122, -0.4970, 0.6394], [-0.5977, -0.5748, -4.5062], [0.2482, 1.6053, 2.5826], [3.5238, 2.6992, -1.8972], [-0.0275, -4.9802, -2.6167], [2.7911, 0.0385, 4.9044], [-3.8590, 1.7989, 3.8943], [-1.7809, -2.7737, -1.3951], [-0.1978, -2.9402, -3.8466], [-3.3127, 0.0988, 2.3074], [-4.2259, 0.6136, 1.4064], [-5.5829, 3.5403, 3.3910], [1.4494, 1.4262, -2.8085], [0.2681, -2.1802, 3.9667], [-0.2901, -1.2934, -5.7303], [-3.7258, 2.2555, 4.8638], [-0.8585, -3.1302, -1.8700], [0.5543, 1.6171, -1.3623], [-3.1230, 0.6833, 3.5496], [1.4787, 1.9990, 5.6971], [-0.6687, -2.4179, -3.1186], [0.5836, -1.9953, 0.8617], [-6.0339, 3.4002, 4.3717], [3.9678, -1.9796, -4.5088], [0.4768, -2.0502, -5.5370], [-1.0301, 1.1750, 0.6920], [-3.0240, -2.5605, 2.3011], [1.0630, 0.0754, -0.6812], [1.3853, -3.7316, 1.9923], [-1.5625, -0.1247, -2.1055], [-0.8738, -1.1170, -3.3156], [-1.0891, -5.1684, -1.2252], [0.4189, 2.1826, 3.8321], [-0.2901, -2.3158, 3.0318], [2.4408, -0.8030, 2.6001], [-1.5320, -1.9403, -6.3437], [-0.0168, -2.9218, -1.1897], [3.3650, -1.5662, -3.7157], [-2.2791, -1.1846, -6.5681], [2.0551, 0.2055, -2.8005], [-4.3486, 0.1407, 0.4430], [3.5831, -3.3057, -2.4831], [1.8311, -0.5661, -1.6201], [2.7020, 2.6181, 0.3822], [2.0687, 0.5164, 4.2620], [3.5922, 3.3718, -1.0431], [2.8408, -0.3002, -3.8388], [0.9504, 0.5495, 2.1576], [3.1543, -2.3198, -2.5579], [-0.8210, 0.4057, -4.5881], [2.8318, 3.4305, 2.6837], [-0.9480, -1.0974, 2.6265], [-1.7872, -4.8306, -2.8129], [3.8662, 1.2242, 0.7646], [3.1636, 3.8097, 1.7193], [-2.3628, -1.3490, 1.9319], [2.4164, -1.8298, -1.5010], [-2.4017, 0.2492, 4.2255], [3.1120, 4.3103, -1.3114], [1.8610, 0.0329, 2.9763], [-0.8265, 2.0658, 1.6160], [0.1309, -0.5662, -6.4251], [-6.3647, 3.7467, 2.6657], [-0.1695, 3.0460, 4.1024]]}


No. 2
{"formula": "C53H49B4N5O35VY", "method": "ωB97M-V with the def2-TZVPD basis set", "spin_multiplicity": 5, "lumo_energy_ha": [-0.07539, -0.07564], "s2": 6.01, "homo_ev": [-5.04, -9.25], "elements": ["C", "H", "O", "N", "V", "C", "C", "H", "N", "H", "H", "O", "O", "H", "O", "H", "H", "C", "O", "O", "H", "C", "H", "O", "O", "C", "O", "C", "O", "H", "H", "C", "C", "C", "O", "C", "C", "O", "H", "C", "C", "H", "H", "O", "O", "O", "H", "C", "C", "O", "C", "C", "C", "H", "H", "H", "H", "H", "C", "C", "H", "C", "H", "H", "H", "H", "C", "C", "H", "C", "H", "C", "C", "O", "O", "C", "H", "C", "C", "B", "N", "H", "O", "B", "H", "O", "O", "H", "H", "C", "O", "H", "C", "C", "O", "C", "C", "N", "O", "B", "C", "O", "C", "O", "H", "H", "C", "H", "H", "C", "H", "O", "C", "H", "C", "Y", "H", "C", "H", "B", "H", "N", "H", "O", "C", "O", "H", "C", "C", "C", "O", "H", "C", "H", "C", "H", "C", "O", "H", "O", "O", "C", "O", "C", "O", "C", "C", "H"], "coordinates": [[3.9986, 8.4391, -4.5669], [3.1154, 2.3270, -5.5797], [2.7123, 6.9736, -1.8517], [-1.8147, -4.8779, 0.0736], [-1.8948, -4.8778, 2.2441], [2.9582, -5.3896, -0.0216], [5.3238, 2.3731, -5.7644], [-3.1241, -2.1798, -4.9184], [-4.0730, -3.9134, 2.1268], [-1.5751, -2.4349, 4.5914], [-1.2381, -5.1630, -3.8784], [5.0404, 0.1851, 1.2656], [3.9719, -1.7277, 1.8433], [-5.6514, 1.5813, 5.7323], [4.0133, 8.8971, -5.7398], [5.4109, 2.6103, -6.8144], [-3.9241, -2.7830, -2.7736], [-1.5473, -3.1958, 6.5017], [4.6406, 8.2419, -2.3643], [0.3276, -4.3286, 2.8616], [-2.6607, -6.2650, 7.3949], [3.9516, -1.3385, -1.6080], [-0.0518, -3.6753, 0.0072], [4.1804, -2.4541, -1.0088], [3.5734, 7.1930, -4.1908], [2.6742, -4.3577, 3.6658], [4.5661, 5.6668, -2.5323], [-1.3247, -1.3332, 1.7142], [2.6265, -6.0996, 0.9542], [-3.0557, -6.2619, -2.8601], [-1.2271, -2.2473, 6.9069], [4.4022, -0.5206, 2.1006], [-3.2471, -0.1665, -4.5289], [3.9944, 4.8791, 3.6820], [4.5703, -6.7477, -1.2325], [-2.1201, 4.5208, -5.3540], [-2.3732, -5.7597, -2.1905], [4.1448, 3.8728, -1.1323], [0.3648, -3.7960, -2.3664], [-6.7370, -3.1012, 1.9290], [-4.2125, -1.7566, -3.0001], [2.5870, 3.3252, 4.1002], [0.1148, 3.8415, -4.0878], [3.0236, 1.5831, -0.4788], [1.6752, 5.2461, -0.7280], [3.2364, -1.1915, 3.9633], [5.4889, 6.2837, 2.8465], [-3.9170, -1.5515, -4.5128], [2.6254, -1.5045, -2.2044], [4.9953, 10.2549, -3.2685], [1.4274, -3.7027, 3.0919], [3.6628, 3.0057, 2.2885], [4.5801, 9.1232, -3.3521], [7.3627, 2.0216, -3.1671], [1.0778, 5.1592, -4.6966], [-3.9780, 0.6410, -4.4859], [-6.8090, -3.6660, 4.0093], [3.6912, 5.3819, 4.5885], [3.3100, 3.7085, 3.3955], [-6.9978, 0.5777, 4.3057], [-0.0073, 4.6417, -7.0738], [-2.4140, -0.1593, -3.2623], [-1.1523, 5.7019, -3.4873], [3.2027, 1.7277, -3.2446], [-3.8457, -3.1009, 0.2374], [-2.6990, 0.0458, -5.4469], [5.3808, 4.4430, 1.8088], [5.0040, 5.3203, 2.7913], [-8.6515, 0.8489, 5.3815], [3.8466, 4.9464, -1.6674], [-7.7716, -2.8019, 1.8491], [-1.4802, -0.0029, 2.5427], [0.1476, 4.6139, -4.8562], [4.3455, 0.8056, 4.1360], [-0.8559, 0.9790, 1.7538], [-4.9232, -4.0769, 3.1609], [-2.2540, 0.8406, -2.8591], [3.8978, -5.7117, -1.1299], [-4.5477, -3.3063, 1.0319], [3.2809, -3.5343, -1.3166], [5.2881, 1.9564, -2.9348], [-1.6725, -4.1768, 8.3636], [-2.1083, 0.1388, 3.5734], [3.8920, 7.0372, -2.7455], [-1.4148, -0.5913, -3.3184], [-0.5900, -1.0417, 0.6081], [-0.4317, 1.0877, -0.6784], [-8.6551, -0.7342, 4.5701], [-3.4075, -6.2049, -0.3494], [0.6284, 1.6697, -1.1796], [0.7757, 2.2436, -2.2590], [-6.2875, -2.4484, -0.0746], [3.9374, -0.1441, 3.5431], [-2.4301, -5.4944, 5.3969], [-1.3972, 3.5177, -6.0367], [1.8104, 1.3180, -0.2706], [-5.9159, -2.8800, 0.8431], [-2.1141, -4.5203, 4.5108], [3.9322, -4.6890, -1.9705], [3.2494, -2.2987, 3.0054], [-5.9278, -0.5745, 5.9778], [1.3344, 0.5530, 0.6866], [-1.0716, 5.4173, -4.5364], [2.0913, -0.5445, -2.7675], [-7.2611, 1.5613, 3.9168], [-4.8192, 0.5786, 4.5920], [-8.0536, -0.0319, 5.1473], [-5.4979, -0.4268, 6.9685], [-2.5652, 5.1063, -6.1585], [4.0870, 2.2465, -5.1150], [2.9546, 2.2155, 2.0875], [-3.2293, -0.8728, -2.3008], [-2.6188, -5.6286, -0.8101], [-6.7259, -0.1079, 3.5032], [2.6035, 5.6803, -1.3672], [5.4684, 1.8830, -0.3864], [-5.5086, -1.4952, 5.5721], [-0.5308, -4.2912, -2.0213], [-2.7514, 4.0033, -4.6317], [-0.1261, 0.3924, 0.6036], [0.6767, 3.1751, -6.2584], [4.7239, 3.3095, 1.4390], [-5.2250, -1.4699, -2.7156], [1.8726, -2.5459, 2.6322], [-6.1983, -3.6190, 3.1199], [3.7391, -3.5412, 3.5067], [7.4913, 2.4339, -5.4462], [-1.3515, -5.0364, -2.8118], [-1.8396, -4.2838, 7.3020], [-0.7613, -4.2531, -0.5665], [2.6391, -5.4985, 4.3202], [-4.6061, -4.6469, 4.0217], [-0.0569, 3.9798, -6.2092], [-4.8049, -1.6500, -5.1373], [4.1439, 1.9300, -3.7341], [6.1850, 4.7240, 1.1450], [-2.2782, -5.4608, 6.7838], [2.6806, -4.1181, -0.1454], [-0.9204, 6.3001, -5.1576], [-7.2900, -0.6697, 6.2071], [4.5134, -0.2162, -1.4264], [-1.6767, -3.3660, 5.1292], [-1.6781, -2.4694, 2.0341], [6.5055, 2.2466, -5.0468], [2.2685, -2.7721, -2.1943], [6.4125, 2.0849, -3.6765], [-5.7392, 0.6505, 5.1719], [-2.7362, -6.3930, 4.8819]]}


No. 3
{"formula": "H4S2Si", "method": "ωB97M-V with the def2-TZVPD basis set", "lumo_energy_ha": -0.04070, "homo_ev": -9.38, "smiles": "[SiH2]=S.S", "elements": ["S", "Si", "H", "H", "S", "H", "H"], "coordinates": [[0.2641, 1.4641, -0.0585], [1.8550, 0.2674, -0.1101], [-1.9049, -0.5669, 0.7627], [-2.3410, 0.1805, -0.4893], [-2.7868, -0.8493, -0.2879], [1.7319, -0.7302, 1.1047], [3.1816, 0.2345, -0.9216]]}


No. 4
{"formula": "C5H8O2", "method": "ωB97M-V with the def2-TZVPD basis set", "lumo_energy_ha": 0.03461, "homo_ev": -9.17, "elements": ["H", "H", "C", "H", "O", "H", "H", "C", "C", "H", "C", "H", "C", "O", "H"], "coordinates": [[0.6223, 0.7168, -2.4290], [-1.7173, -0.9144, -1.7444], [0.0511, 1.0772, 0.4819], [-0.6179, 1.9072, 0.2941], [-2.2118, -1.5728, -1.2398], [0.7851, 1.7191, 2.4591], [-0.8284, -0.3619, 2.1439], [0.9900, 0.9935, 1.6754], [0.4321, -0.0014, -0.4736], [0.9006, -1.1161, -2.1890], [-0.0421, -0.0515, 1.4674], [2.0385, 0.7493, 1.5245], [0.6610, -0.1436, -1.7716], [0.4187, -1.0062, 0.4877], [-1.5141, -2.0385, -0.7617]]}


No. 5
{"formula": "C5H14NOS", "method": "ωB97M-V with the def2-TZVPD basis set", "lumo_energy_ha": 0.13617, "homo_ev": -2.90, "charge": -1, "elements": ["H", "O", "H", "C", "H", "C", "H", "H", "N", "H", "H", "H", "H", "H", "C", "H", "H", "S", "H", "C", "C", "H"], "coordinates": [[1.4812, -0.5671, 1.5648], [-2.6635, 2.2390, 2.0126], [-1.7245, 2.0460, 2.1835], [2.5632, -0.5425, 1.4059], [-2.8878, 1.3443, 1.6621], [-0.2284, 0.3373, -1.5540], [3.8760, 0.0151, -0.1917], [-0.0308, 0.4354, -2.6745], [2.0920, -0.2197, -1.1155], [2.1712, 0.7742, -1.2510], [-2.1765, 1.1664, -1.2567], [0.4071, -0.7621, 0.0298], [2.9193, 0.4290, 1.7936], [0.6608, -1.7276, -1.4492], [3.0240, -0.6292, -0.0818], [3.0491, -1.3171, 1.9630], [-0.1581, 1.3566, -1.1380], [-1.9998, -0.4996, 0.4673], [-2.2464, -0.5111, -1.9810], [0.7233, -0.7402, -0.9992], [-1.7907, 0.1496, -1.2622], [3.4586, -1.6196, -0.3430]]}


No. 6
{"formula": "C5H15N2O2", "method": "ωB97M-V with the def2-TZVPD basis set", "lumo_energy_ha": 0.14657, "homo_ev": -3.55, "charge": -1, "elements": ["H", "O", "H", "C", "C", "H", "H", "H", "N", "H", "H", "H", "H", "C", "H", "C", "H", "H", "N", "C", "H", "H", "H", "O"], "coordinates": [[-3.3290, -0.3222, -0.8916], [-2.5462, 0.1082, -0.5163], [0.3584, -0.6763, -0.3059], [-0.3996, 0.2761, 1.7587], [-0.8883, -1.1950, 1.9426], [-0.6840, 0.9371, 2.5825], [1.4959, -0.4223, -3.1242], [-0.9973, -1.3364, 3.0394], [1.6139, 0.8557, -1.0334], [-0.0275, -1.8211, 1.6336], [1.4580, 1.3677, 1.4722], [-0.9435, 0.7064, 0.9200], [0.0478, -0.8890, -2.5856], [1.0807, 0.3546, 1.4091], [2.0547, -0.9572, 0.0022], [1.2936, -0.1754, -0.0512], [0.8385, 1.8914, -2.6306], [1.6017, 1.7569, -0.5653], [0.5345, -0.1082, -3.0141], [0.5535, 0.9927, -2.0756], [-2.2929, -0.5736, 0.3145], [-0.4281, 1.0709, -1.6227], [1.6344, -0.3024, 2.0711], [-2.0292, -1.5387, 1.2705]]}


> Number 2 is which compound?

C53H49B4N5O35VY